Record 1
19
Properties=species:S:1:pos:R:3:nbo_charge:R:1 method="wB97M-V/def2-TZVPD" gap_ha=0.34909 total_charge=+1 smiles="NC(=O)[C@@H]([NH3+])CCS" e_homo_ev=-12.8
N 1.657 -1.281 -0.064 -0.67
C 0.328 -0.585 -0.189 -0.15
C 0.317 0.722 0.652 -0.43
C -1.015 0.988 1.283 -0.56
S -1.468 -0.302 2.412 -0.04
C 0.284 -0.182 -1.676 0.66
N -0.918 0.203 -2.148 -0.79
O 1.262 -0.315 -2.380 -0.61
H 1.935 -1.706 -0.954 0.47
H 1.593 -1.966 0.678 0.45
H 2.413 -0.627 0.114 0.45
H -0.437 -1.340 -0.033 0.25
H 0.691 1.518 -0.008 0.25
H 1.154 0.712 1.355 0.23
H -0.948 1.948 1.804 0.26
H -1.831 1.171 0.582 0.22
H -2.236 0.370 3.284 0.17
H -1.046 0.365 -3.136 0.43
H -1.734 0.307 -1.575 0.41



Record 2
152
Properties=species:S:1:pos:R:3:lowdin_charge:R:1 method="wB97M-V/def2-TZVPD" gap_ha="0.17755 / 0.21915" total_charge=-2 e_homo_ev="-1.2 / -2.4" multiplicity=4
V -0.503 0.606 0.551 0.62
C -1.630 -0.188 -6.951 -0.08
C -0.442 0.711 -6.619 -0.57
C -0.687 2.091 -7.245 -0.06
C 0.811 0.091 -7.257 -0.06
C -0.238 0.850 -5.108 -0.20
C -1.089 0.293 -4.163 -0.08
C -0.810 0.399 -2.808 -0.40
Se -1.952 -0.427 -1.524 1.17
C -0.990 -2.088 -1.403 -0.38
C -1.107 -2.982 -2.458 -0.08
C -0.422 -4.188 -2.455 -0.20
C 0.368 -4.436 -1.331 -0.02
C 0.534 -3.572 -0.256 -0.07
C -0.170 -2.317 -0.263 -0.37
O -0.101 -1.467 0.704 -0.25
C 1.460 -4.079 0.878 -0.52
C 1.816 -3.040 1.950 -0.07
C 2.789 -4.559 0.274 -0.07
C 0.774 -5.262 1.581 -0.05
C -0.466 -5.195 -3.604 -0.56
C -1.386 -4.728 -4.730 -0.08
C -0.974 -6.553 -3.098 -0.06
C 0.944 -5.376 -4.186 -0.06
C 0.346 1.045 -2.311 -0.37
O 0.655 0.996 -1.053 -0.27
C 1.151 1.729 -3.262 -0.08
C 0.852 1.572 -4.613 0.00
C 2.346 2.579 -2.813 -0.53
C 2.858 3.489 -3.929 -0.08
C 1.964 3.494 -1.636 -0.04
C 3.480 1.629 -2.394 -0.05
H -1.703 -0.315 -8.036 0.08
H -2.572 0.243 -6.599 0.08
H -1.521 -1.178 -6.499 0.08
H -0.851 2.007 -8.327 0.07
H 0.166 2.754 -7.082 0.07
H -1.567 2.561 -6.797 0.09
H 0.667 -0.045 -8.336 0.07
H 1.025 -0.883 -6.808 0.09
H 1.689 0.725 -7.111 0.07
H -1.992 -0.230 -4.459 0.09
H -1.745 -2.705 -3.289 0.08
H 0.901 -5.384 -1.294 0.09
H 2.240 -2.135 1.520 0.01
H 2.550 -3.494 2.632 0.08
H 0.956 -2.727 2.532 0.03
H 3.229 -3.769 -0.345 0.08
H 2.677 -5.448 -0.351 0.06
H 3.495 -4.802 1.076 0.07
H -0.160 -4.930 2.041 0.06
H 1.422 -5.664 2.371 0.08
H 0.538 -6.068 0.880 0.07
H -2.420 -4.622 -4.387 0.09
H -1.372 -5.460 -5.545 0.08
H -1.064 -3.764 -5.136 0.08
H -1.962 -6.444 -2.643 0.09
H -0.304 -6.972 -2.344 0.07
H -1.049 -7.273 -3.923 0.07
H 1.332 -4.417 -4.541 0.09
H 0.930 -6.080 -5.028 0.07
H 1.636 -5.759 -3.432 0.07
H 1.503 2.056 -5.333 0.09
H 2.055 4.104 -4.345 0.08
H 3.327 2.930 -4.746 0.07
H 3.618 4.158 -3.513 0.08
H 1.254 4.259 -1.968 0.07
H 2.863 4.001 -1.264 0.08
H 1.506 2.947 -0.817 0.07
H 3.810 1.036 -3.254 0.08
H 3.141 0.950 -1.608 0.03
H 4.337 2.197 -2.007 0.08
O -0.043 0.546 3.545 -0.10
N -0.477 0.635 2.418 -0.41
O -1.791 0.319 2.198 -0.30
Te -1.831 -2.332 3.473 1.50
C -2.179 -3.722 5.048 -0.52
C -2.401 -5.080 4.801 -0.14
C -2.554 -5.986 5.849 -0.11
C -2.489 -5.547 7.165 -0.12
C -2.271 -4.200 7.427 -0.11
C -2.110 -3.297 6.379 -0.15
C -3.829 -1.681 3.603 -0.51
C -4.730 -1.992 2.588 -0.13
C -6.068 -1.608 2.690 -0.10
C -6.508 -0.911 3.805 -0.12
C -5.602 -0.557 4.800 -0.10
C -4.269 -0.931 4.694 -0.13
H -2.453 -5.431 3.777 0.08
H -2.722 -7.035 5.635 0.09
H -2.604 -6.250 7.981 0.09
H -2.210 -3.850 8.451 0.09
H -1.915 -2.253 6.593 0.09
H -4.388 -2.533 1.716 0.09
H -6.760 -1.859 1.895 0.09
H -7.549 -0.625 3.893 0.09
H -5.928 0.035 5.647 0.09
H -3.564 -0.632 5.459 0.09
C 5.094 1.414 3.450 -0.04
N 5.392 0.404 2.452 -0.08
C 4.484 -0.055 1.521 -0.75
Se 2.827 0.477 1.207 0.91
N 5.148 -1.041 0.840 0.11
C 6.450 -1.199 1.297 -0.18
C 7.487 -2.014 0.907 -0.03
C 8.699 -1.882 1.575 -0.11
C 8.854 -0.953 2.608 -0.11
C 7.800 -0.132 2.995 -0.03
C 6.604 -0.268 2.328 -0.17
H 4.019 1.581 3.437 0.05
H 5.605 2.349 3.219 0.09
H 5.403 1.057 4.432 0.09
H 4.677 -1.571 0.127 0.14
H 7.366 -2.725 0.099 0.11
H 9.537 -2.504 1.284 0.09
H 9.810 -0.866 3.109 0.09
H 7.917 0.598 3.787 0.10
O -1.097 2.580 0.382 -0.36
Si -1.704 3.901 1.006 0.43
C -2.098 5.138 -0.382 -0.19
C -2.964 6.235 -0.247 -0.10
C -3.134 7.160 -1.276 -0.11
C -2.437 7.006 -2.471 -0.12
C -1.597 5.911 -2.640 -0.09
C -1.438 4.987 -1.610 -0.08
C -0.535 4.795 2.185 -0.20
C -0.437 6.190 2.272 -0.10
C 0.391 6.805 3.209 -0.11
C 1.143 6.032 4.084 -0.12
C 1.085 4.645 3.999 -0.09
C 0.262 4.032 3.058 -0.06
C -3.340 3.756 1.906 -0.21
C -3.702 4.562 2.988 -0.10
C -5.000 4.552 3.498 -0.11
C -5.962 3.735 2.920 -0.12
C -5.613 2.901 1.860 -0.10
C -4.317 2.904 1.370 -0.07
H -3.524 6.364 0.676 0.10
H -3.806 8.000 -1.145 0.09
H -2.551 7.735 -3.265 0.08
H -1.061 5.777 -3.573 0.09
H -0.800 4.117 -1.748 0.08
H -1.009 6.812 1.591 0.09
H 0.448 7.888 3.252 0.09
H 1.774 6.508 4.826 0.08
H 1.678 4.031 4.669 0.09
H 0.245 2.947 3.003 0.08
H -2.959 5.213 3.441 0.09
H -5.259 5.189 4.337 0.09
H -6.980 3.742 3.295 0.09
H -6.352 2.245 1.420 0.09
H -4.047 2.239 0.554 0.11



Short version: energy above the lowest of the compared OMol25 structures with the same formula, charge and spin = 11.4; 35.3 kcal per mole, in the order given.